(1)
# C18H43O3PtSSb

A structure of composition C18H43O3PtSSb (wB97M-V/def2-TZVPD, OMol25).

The geometry in XYZ format:
```
67
Properties=species:S:1:pos:R:3:nbo_charge:R:1
Pt 0.09 -1.53 0.19 0.600
C 3.19 -1.76 -0.42 -0.247
O 2.08 -2.03 0.46 -0.558
C 2.44 -2.90 1.57 -0.089
C 1.36 -2.83 2.63 -0.101
O 0.12 -3.17 2.01 -0.588
C -0.98 -3.16 2.93 -0.254
H 3.77 -2.67 -0.52 0.216
H 3.79 -0.96 -0.01 0.206
H 2.77 -1.50 -1.39 0.211
H 3.40 -2.57 1.96 0.224
H 2.52 -3.91 1.17 0.215
H 1.31 -1.84 3.07 0.195
H 1.60 -3.56 3.41 0.227
H -0.63 -3.34 3.94 0.208
H -1.66 -3.95 2.64 0.206
H -1.49 -2.19 2.89 0.191
C -4.13 -2.31 -1.18 -0.800
S -2.37 -2.44 -1.40 1.251
C -2.10 -4.11 -0.85 -0.818
O -1.88 -1.52 -0.23 -0.939
H -4.39 -2.60 -0.16 0.259
H -4.60 -2.96 -1.92 0.272
H -4.40 -1.27 -1.37 0.268
H -2.61 -4.77 -1.55 0.277
H -2.49 -4.24 0.16 0.252
H -1.03 -4.31 -0.90 0.258
C -2.57 1.39 -1.58 -0.636
C -1.87 1.75 -0.27 -0.329
C -2.63 1.18 0.93 -0.653
C -1.82 3.28 -0.11 -0.650
Sb 0.18 0.97 -0.33 1.635
C 1.32 1.85 1.31 -0.341
C 0.49 1.72 2.59 -0.641
C 2.65 1.15 1.49 -0.640
C 1.56 3.33 0.97 -0.650
C 1.05 1.44 -2.27 -0.343
C 0.54 2.81 -2.73 -0.645
C 2.58 1.53 -2.17 -0.640
C 0.62 0.35 -3.25 -0.642
H -3.61 1.72 -1.50 0.237
H -2.57 0.32 -1.77 0.193
H -2.14 1.90 -2.44 0.220
H -3.65 1.58 0.89 0.234
H -2.20 1.49 1.88 0.219
H -2.70 0.10 0.92 0.229
H -2.84 3.66 -0.20 0.243
H -1.22 3.78 -0.86 0.220
H -1.46 3.57 0.88 0.217
H 0.14 0.70 2.77 0.207
H -0.37 2.39 2.59 0.222
H 1.12 2.01 3.44 0.240
H 2.53 0.08 1.67 0.198
H 3.15 1.57 2.37 0.242
H 3.32 1.30 0.63 0.219
H 0.65 3.89 0.83 0.222
H 2.19 3.45 0.08 0.215
H 2.10 3.79 1.80 0.245
H 0.79 3.61 -2.04 0.218
H -0.54 2.83 -2.91 0.215
H 1.02 3.05 -3.69 0.245
H 2.90 2.41 -1.62 0.222
H 2.98 1.61 -3.18 0.243
H 3.04 0.66 -1.71 0.201
H -0.46 0.33 -3.41 0.218
H 0.93 -0.65 -2.92 0.208
H 1.10 0.54 -4.21 0.242
```

The charge is +2. Its energy is -46109.0967 eV. For the strongest force on any atom, the calculation gives 0.53 eV/Å.

***

(2)
# C18H44CeClNO2P2

A structure of composition C18H44CeClNO2P2 at a distorted geometry (wB97M-V/def2-TZVPD, OMol25).

The geometry in XYZ format:
```
69
Properties=species:S:1:pos:R:3:mulliken_charge:R:1
Ce 0.25 -0.04 0.09 -0.558
P -0.33 -2.66 -0.29 0.336
C 0.72 -3.24 -1.70 0.729
C 0.03 -3.71 1.20 0.653
C -2.09 -2.73 -0.89 0.599
C 2.11 -2.57 -1.85 -1.456
H 0.12 -2.96 -2.59 0.412
C 0.86 -4.77 -1.64 -1.820
H 1.62 -5.04 -0.90 0.296
H 1.17 -5.16 -2.62 0.455
H -0.06 -5.28 -1.37 0.380
H 2.07 -1.60 -2.37 0.247
H 2.77 -3.20 -2.44 0.505
H 2.62 -2.41 -0.89 0.207
H -2.03 -2.12 -1.82 0.397
C -3.14 -2.05 0.03 -1.165
C -2.48 -4.17 -1.19 -1.721
H -2.00 -4.54 -2.09 0.301
H -3.58 -4.23 -1.32 0.461
H -2.23 -4.81 -0.35 0.328
H -2.69 -1.36 0.75 0.132
H -3.70 -2.78 0.63 0.363
H -3.83 -1.44 -0.56 0.318
C 1.48 -3.44 1.70 -1.128
H -0.03 -4.80 0.92 0.518
C -0.99 -3.45 2.33 -1.474
H 2.26 -3.75 1.01 0.170
H 1.64 -3.90 2.67 0.511
H 1.63 -2.37 1.89 0.021
H -1.12 -2.39 2.53 0.199
H -0.64 -3.89 3.27 0.510
H -1.97 -3.88 2.11 0.269
Cl 0.96 -0.44 2.54 -0.622
H 1.95 -0.34 -0.51 -0.241
H -1.35 -0.17 -1.00 -0.085
P 0.46 2.73 -0.15 -0.116
C -0.79 3.29 -1.38 0.916
C 0.39 3.71 1.44 0.515
C 2.11 2.69 -1.01 0.856
C -2.19 2.62 -1.39 -1.179
H -0.32 3.06 -2.37 0.433
C -0.92 4.80 -1.18 -1.813
H -1.55 4.99 -0.31 0.310
H -1.39 5.24 -2.07 0.475
H 0.04 5.30 -1.04 0.381
H -2.22 1.66 -1.91 0.213
H -2.93 3.27 -1.87 0.458
H -2.54 2.42 -0.37 0.072
H 1.90 2.17 -1.98 0.332
C 3.25 1.88 -0.31 -1.502
C 2.49 4.14 -1.29 -1.691
H 1.86 4.58 -2.06 0.330
H 3.53 4.22 -1.62 0.467
H 2.40 4.73 -0.38 0.337
H 2.94 1.19 0.48 0.253
H 3.95 2.57 0.16 0.462
H 3.79 1.28 -1.04 0.338
C -0.92 3.51 2.21 -1.176
H 0.51 4.76 1.14 0.757
C 1.54 3.24 2.35 -1.394
H -1.79 3.95 1.68 0.208
H -0.88 3.89 3.25 0.446
H -1.09 2.40 2.38 0.080
H 1.51 2.15 2.52 0.116
H 1.41 3.71 3.34 0.501
H 2.53 3.51 1.97 0.207
O -2.57 0.48 2.91 -0.506
N -2.73 0.46 1.65 -0.082
O -1.79 1.10 1.01 -0.051
```

The multiplicity is 2. Its energy above the lowest of the compared OMol25 structures with the same formula, charge and spin is 1.937 eV. The charge is -1. The expectation value of S² is 0.7515. For the strongest force on any atom, the calculation gives 3.35 eV/Å.

***

(3)
# C18H44N2O5

A structure of composition C18H44N2O5 at a distorted geometry (wB97M-V/def2-TZVPD, OMol25).

The geometry in XYZ format:
```
69
Properties=species:S:1:pos:R:3:nbo_charge:R:1
C -3.22 -0.66 -4.21 -0.655
C -1.88 0.00 -3.98 0.123
C -2.07 1.52 -4.25 -0.398
C -2.58 2.30 -3.08 -0.394
C -1.63 2.09 -1.82 -0.445
C -1.48 0.60 -1.42 0.107
N -1.26 -0.30 -2.66 -0.216
O -1.09 -1.71 -2.31 -0.571
C -0.30 0.57 -0.45 -0.450
C -2.70 0.08 -0.61 -0.647
C -0.87 -0.41 -5.09 -0.603
H -3.47 -0.40 -5.24 0.215
H -3.89 -0.17 -3.50 0.209
H -3.26 -1.75 -4.29 0.213
H -1.13 1.94 -4.62 0.205
H -2.78 1.75 -5.04 0.210
H -3.52 1.81 -2.86 0.176
H -2.73 3.33 -3.41 0.210
H -2.12 2.65 -1.03 0.192
H -0.64 2.51 -1.95 0.275
H -0.19 1.52 0.07 0.171
H -0.43 -0.23 0.28 0.267
H 0.67 0.30 -0.88 0.142
H -3.67 0.41 -0.97 0.207
H -2.80 -1.01 -0.61 0.193
H -2.64 0.32 0.45 0.200
H -0.85 -1.50 -5.19 0.207
H 0.08 0.06 -4.83 0.220
H -1.24 -0.05 -6.05 0.197
H -2.01 -1.95 -2.21 0.447
C 0.50 0.06 1.00 -0.666
C 1.67 -0.33 1.97 0.080
C 1.71 0.78 3.00 -0.392
C 0.87 0.53 4.27 -0.413
C 1.26 -0.87 4.83 -0.402
C 1.03 -2.03 3.87 0.123
N 1.63 -1.63 2.59 -0.193
O 1.19 -2.50 1.56 -0.581
C 1.67 -3.29 4.42 -0.610
C -0.53 -2.21 3.72 -0.700
C 2.95 -0.14 1.16 -0.587
H 0.53 1.09 0.65 0.271
H -0.40 0.00 1.61 0.173
H 0.36 -0.53 0.10 0.260
H 2.76 0.89 3.25 0.197
H 1.43 1.75 2.58 0.201
H -0.22 0.52 4.26 0.200
H 1.05 1.39 4.91 0.216
H 0.80 -1.17 5.77 0.212
H 2.33 -0.76 4.99 0.204
H 1.02 -3.73 5.18 0.206
H 1.79 -4.05 3.64 0.230
H 2.64 -3.08 4.87 0.217
H -1.03 -2.02 4.67 0.230
H -1.09 -1.55 3.07 0.221
H -0.81 -3.24 3.49 0.216
H 3.78 -0.70 1.59 0.228
H 3.25 0.90 1.12 0.175
H 2.88 -0.53 0.14 0.176
H 0.31 -2.69 1.89 0.451
O 3.75 1.44 -1.43 -0.911
H 4.47 1.60 -0.82 0.474
H 3.93 0.57 -1.78 0.483
O 1.72 1.34 -0.56 -0.906
H 1.65 0.39 -0.65 0.475
H 2.62 1.50 -0.30 0.522
O 0.83 3.02 -1.31 -0.961
H 1.00 2.15 -0.93 0.437
H 0.40 3.51 -0.61 0.435
```

Its energy above the lowest of the compared OMol25 structures with the same formula, charge and spin is 21.889 eV. The charge is 0. For the strongest force on any atom, the calculation gives 16.35 eV/Å.